{"formula": "C2H2F3NO2S", "method": "ωB97M-V/def2-TZVPD", "symbols": ["C", "C", "N", "O", "O", "F", "F", "F", "S", "H", "H"], "xyz": [[3.4054, -1.2998, -0.2728], [2.0298, -1.1540, -2.1419], [1.5175, -2.1817, -2.8808], [1.0708, 2.9235, 3.4179], [0.9228, 3.5443, 1.1162], [3.0300, -0.1899, 0.4063], [4.4960, -0.8786, -0.7675], [1.4002, -0.0982, -2.4518], [0.4027, 2.7715, 2.1913], [1.9455, -3.0384, -3.0097], [0.6957, -1.8796, -3.3134]], "mulliken_charge": [0.10, 0.12, -0.27, -0.35, -0.37, -0.12, -0.10, -0.16, 0.72, 0.19, 0.24], "orbital_gap_ev": 7.97, "lumo_energy_ev": -0.82, "homo_energy_ev": -8.79}


{"formula": "C2H2F4OS", "method": "ωB97M-V/def2-TZVPD", "symbols": ["O", "S", "C", "F", "F", "C", "F", "F", "H", "H"], "xyz": [[-2.5599, 0.2212, -0.6954], [-1.3847, 0.6420, 0.3299], [0.0659, -0.5711, 0.1026], [0.0734, -1.1407, -1.0321], [0.0229, -1.5401, 1.0329], [1.3013, 0.2013, 0.4431], [2.3440, -0.5766, 0.3237], [1.5188, 1.2105, -0.4752], [-2.7864, 0.7994, -1.4353], [1.4049, 0.7540, 1.4059]], "mulliken_charge": [-0.45, 0.08, 0.62, -0.22, -0.24, 0.10, -0.23, -0.26, 0.35, 0.25], "smiles": "OSC(F)(F)C(F)F", "orbital_gap_ev": 9.78, "lumo_energy_ev": 0.17, "homo_energy_ev": -9.61}